Entry 1:
The following is a DFT calculation (the ωB97M-V functional and the def2-TZVPD basis) of a molecular structure, C24H57AlBeBr2Cl2F4MgNO12P3S at a distorted geometry.

Values from the calculation:
Lowest unoccupied orbital energy, eV: -10.39
Energy, eV: -278983.4943
Multiplicity: 1
HOMO level, eV: -11.900
Net charge: +2

```
109
C24H57AlBeBr2Cl2F4MgNO12P3S the ωB97M-V functional and the def2-TZVPD basis
C 0.3007 3.1929 4.6944
O -0.4395 2.1434 5.3391
C -1.7646 2.0792 4.8704
P -1.8833 0.6321 3.6246
Br -1.0505 -0.7336 5.3004
C -3.4902 -0.3509 3.6221
O -3.6330 -1.1480 2.4338
C -4.8861 -1.6017 2.2123
F -4.7969 -2.8098 1.6146
F -5.6485 -1.8061 3.3417
F -5.4713 -0.7057 1.3453
O -0.5634 0.3813 2.6561
C -0.2952 -1.0227 2.3277
C 0.1262 -1.2463 0.8294
C -1.0987 -1.4766 -0.1091
C 1.1583 -0.1999 0.3073
C 0.5795 1.2038 -0.0389
C 1.7796 -0.7902 -1.0112
P -2.6131 2.0535 2.0490
O -2.7715 1.2018 0.6527
O -1.4043 3.1825 1.8231
S -4.2233 3.0283 2.6081
H 0.5518 2.9296 3.6510
H 1.1912 3.3748 5.3185
H -0.2470 4.1698 4.6585
H -2.0835 3.0576 4.3741
H -2.3972 1.8080 5.7443
H -3.5024 -0.9703 4.5371
H -4.3605 0.3342 3.6998
H 0.5834 -1.3359 2.9257
H -1.1321 -1.7103 2.5361
H 0.6651 -2.2183 0.8553
H -0.8543 -2.2657 -0.8463
H -1.4064 -0.5877 -0.6833
H -1.9952 -1.8104 0.4540
H 1.9518 -0.0563 1.0633
H 1.2926 1.7061 -0.7247
H -0.3914 1.1883 -0.5623
H 0.4684 1.7926 0.8932
H 2.7578 -0.3228 -1.2342
H 1.8883 -1.8900 -0.9348
H 1.0932 -0.5672 -1.8537
H -3.7293 1.1570 0.4869
H -1.5476 3.9073 2.4512
O 0.9114 -5.3181 -0.8086
P 1.0552 -6.7546 -1.2541
O 0.8064 -6.6305 -2.8857
C 1.4740 -5.6374 -3.6621
C 2.8180 -6.1081 -4.1845
O -0.3952 -7.3432 -0.7601
C -1.1879 -6.6038 0.1636
C -2.1216 -5.6438 -0.5526
O 1.5329 -8.3570 -1.3704
C 2.7771 -8.7688 -1.8978
C 3.9731 -8.0898 -1.2474
H 1.5925 -4.7118 -3.0965
H 0.8238 -5.4169 -4.5108
H 3.5137 -6.2991 -3.3636
H 3.2669 -5.3493 -4.8279
H 2.7130 -7.0249 -4.7655
H -0.5524 -6.0792 0.8774
H -1.7748 -7.3217 0.7383
H -1.6344 -5.1263 -1.3786
H -2.5174 -4.9006 0.1440
H -2.9646 -6.1888 -0.9848
H 2.7900 -8.6325 -2.9855
H 2.8277 -9.8347 -1.7429
H 3.8374 -7.0102 -1.1660
H 4.8816 -8.2690 -1.8179
H 4.1564 -8.5007 -0.1209
Cl -6.7759 -2.0239 -0.4724
Be -6.4324 3.2371 0.8152
C -2.7584 6.4984 -0.2364
C -3.3043 5.7950 1.0524
O -2.7617 6.3961 2.0967
H -1.6775 6.4074 -0.3080
H -3.1929 6.0236 -1.1207
H -3.0218 7.5550 -0.2658
H -3.0962 4.7250 0.9066
H -4.4177 5.8363 0.9492
F 4.8634 -6.8409 0.8302
Mg -7.8535 -1.8973 1.9067
Br -5.8754 -4.7125 1.0371
Al -2.8612 4.5221 4.7966
C 4.1051 3.9917 -4.2332
O 3.9639 3.6885 -2.8527
C 4.7537 4.5141 -2.0032
C 3.8690 5.4392 -1.1822
N 3.2501 6.4619 -2.0189
C 2.2020 7.2237 -1.3544
C 0.9500 6.4564 -0.9083
O 0.1613 5.9624 -1.9747
C 0.5787 4.7062 -2.4870
H 3.5931 3.2149 -4.7989
H 3.6436 4.9538 -4.4767
H 5.1570 4.0037 -4.5291
H 5.5066 5.0745 -2.5628
H 5.2812 3.8460 -1.3170
H 4.4731 5.9257 -0.4114
H 3.1115 4.8175 -0.6867
H 2.8506 6.0177 -2.8369
H 1.8836 7.9993 -2.0551
H 2.6318 7.7389 -0.4904
H 0.3130 7.1704 -0.3756
H 1.1771 5.6591 -0.1898
H 1.0271 4.0710 -1.7191
H 1.2756 4.8431 -3.3172
H -0.2998 4.1979 -2.8873
Cl 4.3966 -10.4757 -0.1605
```

Mulliken population analysis, charges in e, atoms 1 to 99: -0.30 -0.40 -0.06 0.56 -0.29 -1.15 -0.26 0.97 0.05 -0.24 -0.03 0.00 -1.45 0.54 -1.14 0.34 -0.56 -1.67 0.31 -0.35 -0.39 -0.27 0.09 0.35 0.10 -0.36 0.75 0.62 0.60 0.41 0.65 0.37 0.28 0.13 0.13 0.52 0.41 0.06 -0.23 0.43 0.42 0.34 0.25 0.26 -0.66 1.12 -0.40 -0.07 -1.03 -0.35 -0.47 -0.55 -0.37 -0.17 -1.11 0.11 0.37 0.19 0.42 0.26 0.30 0.38 0.23 0.02 0.33 0.15 0.50 0.45 0.51 0.39 -0.44 0.30 -0.83 0.97 -0.49 -0.11 0.37 0.40 -0.39 0.10 -0.46 0.82 -0.21 0.47 -0.79 -0.26 -0.86 -0.05 -0.24 -1.17 0.00 -0.43 -0.51 0.23 0.33 0.35 0.40 0.39 0.40

Entry 2:
The following is a DFT calculation (the ωB97M-V functional and the def2-TZVPD basis) of a molecular structure, C24H57BrI2NO9P at a distorted geometry.

Values from the calculation:
Lowest unoccupied orbital energy, eV: -0.19
Energy, eV: -141257.6735
Multiplicity: 1
HOMO level, eV: -8.796
Net charge: 0

```
95
C24H57BrI2NO9P the ωB97M-V functional and the def2-TZVPD basis
C -0.8841 4.3925 4.5649
C -1.2776 2.9692 5.2859
C -0.4318 1.6655 4.6672
I -0.7946 -0.0997 5.9252
N 1.0324 2.0194 4.5338
I 1.8710 2.4108 6.3755
C 1.8521 0.9192 3.8972
C 1.3637 0.4623 2.4004
O 1.6327 1.5077 1.4011
C 1.3349 0.9779 0.0302
C 2.3862 1.7292 -0.9796
C 1.8114 2.0304 -2.4849
C 1.0062 3.4709 -2.6296
O 1.2574 4.5730 -1.9188
O -0.0877 3.4968 -3.6388
P -0.5097 1.3506 -0.2943
O -1.5211 0.0105 0.2497
Br -1.0341 3.0947 1.0833
H -1.5460 4.5735 3.5963
H 0.2555 4.5354 4.3408
H -1.1898 5.2639 5.3202
H -1.1822 3.0266 6.4743
H -2.4452 2.8150 5.0917
H -0.9570 1.4409 3.6253
H 2.9520 1.3645 3.7637
H 1.9736 -0.0185 4.5898
H 0.2333 0.1743 2.3094
H 1.9893 -0.4857 2.1073
H 1.4800 -0.1876 -0.0490
H 3.3087 0.9848 -1.1132
H 2.8499 2.7148 -0.5228
H 2.7672 2.1375 -3.1920
H 1.1983 1.1181 -2.9499
H -0.9030 3.8872 -3.1893
H -1.7422 0.1210 1.2376
C -4.4224 -1.3139 9.5712
C -4.2554 -2.5953 8.7700
C -3.0964 -3.4287 9.2929
O -4.0239 -2.2700 7.4019
H -3.5247 -0.6892 9.5028
H -5.2523 -0.7184 9.1760
H -4.6178 -1.5305 10.6260
H -5.1800 -3.1810 8.8157
H -2.1517 -2.8789 9.2146
H -2.9804 -4.3418 8.6991
H -3.2520 -3.7087 10.3394
H -3.2048 -1.7498 7.3517
C 3.3199 -4.1223 4.7105
C 2.7792 -3.3626 3.5095
C 3.2390 -3.9908 2.2036
O 3.2256 -2.0103 3.5661
H 4.4156 -4.1113 4.7202
H 2.9911 -3.6518 5.6432
H 2.9810 -5.1630 4.7045
H 1.6845 -3.3481 3.5456
H 4.3318 -3.9751 2.1245
H 2.8525 -3.4264 1.3481
H 2.8977 -5.0275 2.1224
H 4.1968 -2.0135 3.5346
C -2.2356 -0.8040 -3.7814
C -1.3073 -1.9884 -3.5643
C -1.8958 -2.9794 -2.5728
O -0.0521 -1.5214 -3.0768
H -2.4001 -0.2584 -2.8454
H -1.7938 -0.0932 -4.4878
H -3.2053 -1.1288 -4.1716
H -1.1214 -2.4904 -4.5201
H -2.0483 -2.5108 -1.5941
H -1.2114 -3.8203 -2.4171
H -2.8553 -3.3694 -2.9268
H -0.2075 -1.0743 -2.2282
C -4.6888 -0.7180 -8.1924
C -3.5611 -1.3409 -7.3851
C -2.4528 -1.8578 -8.2884
O -4.0766 -2.4177 -6.6065
H -5.1432 -1.4549 -8.8643
H -5.4849 -0.3615 -7.5301
H -4.3275 0.1242 -8.7908
H -3.1533 -0.5994 -6.6895
H -2.8279 -2.6350 -8.9636
H -1.6538 -2.3144 -7.6943
H -2.0244 -1.0498 -8.8896
H -4.4409 -3.0810 -7.2160
C 3.3946 4.2498 -6.6921
C 4.5224 3.6269 -5.8847
C 5.6307 3.1100 -6.7880
O 4.0069 2.5501 -5.1062
H 2.9403 3.5129 -7.3639
H 2.5986 4.6063 -6.0297
H 3.7559 5.0920 -7.2904
H 4.9302 4.3684 -5.1891
H 5.2555 2.3328 -7.4632
H 6.4297 2.6534 -6.1940
H 6.0591 3.9180 -7.3892
H 3.6426 1.8868 -5.7156
```

Computed Mulliken charges, given in elementary charges: -0.76 -0.36 -0.25 0.07 -0.36 0.17 -0.67 -0.08 -0.32 0.33 -0.80 0.00 0.63 -0.55 -0.49 0.21 -0.48 -0.16 0.12 0.21 0.30 0.32 0.31 0.17 0.25 0.37 -0.02 0.24 0.30 0.29 0.26 0.13 0.05 0.35 0.31 -1.14 0.37 -1.14 -0.50 0.29 0.31 0.35 0.28 0.28 0.30 0.35 0.23 -1.38 0.54 -1.26 -0.43 0.33 0.33 0.39 0.24 0.32 0.28 0.39 0.27 -1.01 0.43 -1.25 -0.54 0.27 0.25 0.37 0.25 0.22 0.34 0.38 0.23 -1.41 0.70 -1.30 -0.53 0.35 0.34 0.37 0.17 0.34 0.29 0.37 0.34 -1.24 0.37 -1.28 -0.52 0.34 0.28 0.38 0.26 0.35 0.32 0.37 0.32

Entry 3:
The following is a DFT calculation (the ωB97M-V functional and the def2-TZVPD basis) of 4 unconnected molecules or ions with the total composition C24H58BBrNO.

Values from the calculation:
Lowest unoccupied orbital energy, eV: 2.26
Energy, eV: -100086.9063
Multiplicity: 1
HOMO level, eV: -4.826
Net charge: -1

```
86
C24H58BBrNO the ωB97M-V functional and the def2-TZVPD basis
N -3.0514 -0.5197 3.6585
C -3.3337 -0.0189 2.3188
C -3.8489 1.4447 2.2638
O -3.3428 2.0841 1.0684
C -3.5693 2.2930 3.5017
B -2.0646 2.9647 3.6680
C -0.7743 1.9884 3.2776
C 0.3788 2.7940 2.6753
C 0.0609 3.2371 1.2645
Br 0.1786 1.7529 -0.0328
H -2.1539 -0.1878 3.9886
H -3.0370 -1.5306 3.6524
H -4.0826 -0.6871 1.8808
H -2.4537 -0.0808 1.6575
H -4.9334 1.3927 2.0829
H -2.5897 1.5830 0.7315
H -3.8204 1.6854 4.3793
H -4.3051 3.1098 3.4829
H -1.9870 3.9988 2.9894
H -1.9178 3.3112 4.8529
H -1.0217 1.2117 2.5408
H -0.3970 1.4564 4.1633
H 1.3408 2.2649 2.6818
H 0.5024 3.7197 3.2539
H 0.7407 3.9869 0.8664
H -0.9701 3.5784 1.1968
C 3.1022 -3.8647 -4.2013
C 3.6257 -2.4322 -4.2149
C 3.5252 -1.7356 -2.8591
C 2.1039 -1.5900 -2.3124
C 1.1379 -0.8475 -3.2344
C 1.5662 0.5862 -3.5287
H 2.0398 -3.9016 -3.9559
H 3.2321 -4.3436 -5.1732
H 3.6343 -4.4649 -3.4588
H 3.0907 -1.8562 -4.9750
H 4.6745 -2.4382 -4.5243
H 3.9910 -0.7489 -2.9313
H 4.1218 -2.2972 -2.1310
H 2.1518 -1.0597 -1.3568
H 1.6947 -2.5789 -2.0865
H 0.1546 -0.8328 -2.7578
H 1.0122 -1.3983 -4.1722
H 1.6763 1.1425 -2.5967
H 0.8218 1.1008 -4.1375
H 2.5171 0.6260 -4.0644
C -9.4760 1.7072 1.8990
C -8.7647 2.9878 2.3229
C -8.8025 4.0869 1.2618
C -8.1320 3.7168 -0.0635
C -6.6755 3.2733 0.0692
C -5.7562 4.3286 0.6701
H -9.0042 1.2588 1.0234
H -9.4564 0.9635 2.6970
H -10.5220 1.9054 1.6494
H -7.7277 2.7597 2.5814
H -9.2257 3.3700 3.2380
H -8.3278 4.9830 1.6695
H -9.8465 4.3577 1.0649
H -8.1830 4.5845 -0.7304
H -8.7065 2.9252 -0.5551
H -6.3023 2.9905 -0.9189
H -6.6167 2.3654 0.6763
H -5.7608 5.2436 0.0700
H -4.7347 3.9536 0.7249
H -6.0551 4.5926 1.6866
C 9.0515 -5.4141 0.6013
C 9.2726 -4.1268 -0.1860
C 8.0668 -3.1883 -0.1726
C 6.7913 -3.7746 -0.7812
C 6.9344 -4.2572 -2.2240
C 7.3294 -3.1520 -3.1976
H 8.2381 -6.0078 0.1815
H 9.9469 -6.0374 0.5996
H 8.7986 -5.1945 1.6409
H 9.5408 -4.3725 -1.2177
H 10.1324 -3.5943 0.2293
H 8.3298 -2.2649 -0.6951
H 7.8550 -2.8976 0.8611
H 6.0072 -3.0125 -0.7394
H 6.4361 -4.6029 -0.1622
H 5.9803 -4.6875 -2.5407
H 7.6637 -5.0711 -2.2766
H 6.5997 -2.3399 -3.1681
H 7.3726 -3.5265 -4.2216
H 8.3074 -2.7298 -2.9606
```

Computed Mulliken charges, given in elementary charges: -0.63 -0.76 0.91 -0.55 -1.26 0.60 -0.49 -0.88 -0.38 -0.24 0.21 0.25 0.46 0.19 -0.02 0.16 0.33 0.20 -0.28 -0.28 0.03 0.18 0.34 0.32 0.42 0.16 -1.25 -0.42 0.05 -0.81 -0.50 -1.15 0.34 0.38 0.23 0.36 0.33 0.37 -0.21 0.36 0.35 0.39 0.27 0.20 0.36 0.33 -1.27 -0.02 -0.71 -0.89 0.11 -0.90 0.29 0.39 0.31 -0.01 0.37 0.32 0.39 0.37 0.32 0.39 -0.15 0.35 0.15 0.20 -1.20 -0.38 -0.87 -0.40 -0.25 -1.14 0.28 0.38 0.29 0.22 0.39 0.32 0.41 0.15 0.36 0.15 0.40 0.14 0.38 0.36